No. 1
Computed, not measured: the ion C7H13Cl2N4 with charge +1, with wB97M-V/def2-TZVPD.

Positions of all 26 atoms, in Å:
C -0.126 -2.547 -1.035
C -0.457 -1.268 -1.901
Cl -1.283 -1.835 -3.444
C -1.467 -0.262 -1.229
Cl -1.563 1.336 -2.098
N -1.273 -0.049 0.215
N -2.354 0.043 1.043
C -1.925 0.275 2.273
N -0.494 0.335 2.288
C -0.156 0.135 0.967
C 1.314 0.145 0.483
C 1.959 1.600 0.734
N 1.527 2.425 -0.434
H -0.558 -3.436 -1.576
H 0.987 -2.728 -1.031
H -0.573 -2.543 -0.010
H 0.453 -0.715 -2.264
H -2.492 -0.717 -1.341
H -2.546 0.426 3.187
H 0.120 0.518 3.081
H 1.449 -0.057 -0.603
H 1.866 -0.601 1.126
H 1.522 1.986 1.693
H 3.080 1.547 0.749
H 2.287 3.035 -0.733
H 0.705 2.952 -0.138

Properties
- charge = +1
- multiplicity = 1
- DFT total energy (eV) = -38467.8196
- HOMO-LUMO gap (eV) = 9.472
- structure (SMILES) = C[C@@H](Cl)[C@H](Cl)n1nc[nH+]c1CCN

=====

No. 2
Computed, not measured: a cluster of 7 separate species, H15O7 in total, with wB97M-V/def2-TZVPD.

Positions of all 22 atoms, in Å:
O -0.043 0.209 0.318
H -0.876 -0.111 -0.036
H 0.323 -0.546 0.784
H 0.510 0.477 -0.420
O -0.108 2.649 -1.149
H -0.320 3.244 -0.430
H 0.728 2.969 -1.487
O 1.060 -0.200 -2.132
H 1.940 0.018 -2.438
H 0.849 -1.022 -2.575
O 2.615 1.519 0.396
H 3.540 1.326 0.243
H 2.479 1.325 1.323
O -2.075 -0.897 -1.003
H -1.996 -1.834 -0.825
H -2.664 -0.844 -1.756
O 0.795 -1.806 1.564
H 0.214 -2.557 1.690
H 1.570 -2.014 2.085
O -2.478 -0.528 2.022
H -2.868 -1.396 2.130
H -3.194 0.017 1.696

Properties
- multiplicity = 2
- DFT total energy (eV) = -14572.6689
- HOMO-LUMO gap (alpha / beta) (eV) = 3.085 / 11.405
- <S²> = 0.750

=====

No. 3
Computed, not measured: a cluster of 2 separate species, C2H3Br2OP in total, with wB97M-V/def2-TZVPD.

Positions of all 9 atoms, in Å:
C 1.282 0.133 -0.733
C 0.739 0.017 0.466
O -1.477 -0.665 2.016
P -1.015 -0.364 0.676
Br -2.225 2.205 -0.538
Br -1.586 -1.880 -0.799
H 2.327 0.374 -0.859
H 0.710 -0.022 -1.633
H 1.245 0.202 1.404

Properties
- multiplicity = 1
- DFT total energy (eV) = -153543.2714
- HOMO-LUMO gap (alpha / beta) (eV) = 7.082 / 7.083

=====

No. 4
Computed, not measured: a cluster of 11 separate species, H22O11 in total, with wB97M-V/def2-TZVPD.

Positions of all 33 atoms, in Å:
O -2.985 -2.293 0.951
H -3.855 -2.405 0.490
H -2.807 -1.357 0.727
O 2.340 1.049 0.065
H 2.826 0.405 0.618
H 2.386 1.838 0.619
O 0.641 0.723 3.285
H 0.686 0.367 2.360
H 1.112 1.614 3.403
O -0.487 -0.245 0.166
H 0.150 0.063 -0.453
H -0.106 -1.088 0.414
O -3.005 -0.010 -1.243
H -2.095 -0.158 -0.986
H -3.276 -0.526 -1.973
O 1.019 -2.918 3.448
H 0.863 -2.780 2.534
H 0.853 -3.875 3.512
O -0.384 0.812 -2.471
H -1.175 1.290 -2.341
H 0.234 1.487 -2.239
O -1.424 2.220 0.301
H -0.764 2.494 0.915
H -1.409 1.270 0.320
O 2.331 0.444 -3.233
H 2.132 0.609 -4.148
H 1.636 -0.204 -3.018
O 0.527 -2.487 0.885
H 1.304 -2.501 0.313
H -0.006 -3.308 0.672
O 0.857 2.982 -1.627
H 0.984 3.910 -1.513
H 0.893 2.592 -0.769

Properties
- multiplicity = 1
- DFT total energy (eV) = -22879.0666
- HOMO-LUMO gap (eV) = 10.503
- structure (SMILES) = O.O.O.O.O.O.O.O.O.O.O